Record 1
A molecular structure, C35H44CuN9OS. Source: OMol25; level of theory: ωB97M-V/def2-TZVPD.

Geometry as XYZ:
```
91
Properties=species:S:1:pos:R:3:forces:R:3
Cu -1.4319 -1.5510 0.7004 -0.2 -0.1 -0.2
C -7.7477 -0.6034 2.6772 -0.1 0.6 -0.1
C -6.4794 -0.6213 1.8881 0.6 -0.5 0.2
C -5.8794 0.5507 1.4837 0.8 0.8 -0.2
C -4.6844 0.5761 0.7757 -1.3 -0.1 0.2
C -4.0525 -0.5873 0.4029 1.7 -0.3 0.1
N -2.8680 -0.6387 -0.3417 0.6 -0.3 0.8
C -2.2964 0.5878 -0.7133 -0.7 0.2 0.2
C -2.3816 1.0291 -2.0056 0.4 0.3 -1.4
C -1.8063 2.2095 -2.4808 -0.8 -0.8 1.3
C -1.1925 3.0662 -1.6043 1.4 1.5 -0.1
C -0.7280 4.4753 -2.1086 -0.5 -0.3 1.8
C -1.0479 2.6201 -0.2760 -1.0 0.6 -2.1
C -1.6744 1.4751 0.1435 1.4 0.4 1.1
N -1.4387 1.2444 1.5342 -0.9 -0.8 -0.7
C -1.6319 2.1088 2.5304 -0.4 0.4 0.0
C -1.2158 1.4729 3.7063 -0.8 0.0 -1.7
C -0.8555 0.1737 3.2912 -0.6 1.1 -0.7
N -1.0111 0.0572 1.9434 0.3 -0.6 1.5
C -4.5487 -1.7693 0.9048 -1.8 -1.1 0.0
C -5.7907 -1.7729 1.5994 1.2 -0.8 -0.4
N -3.9599 -3.0104 0.4588 -1.0 0.3 -0.3
C -4.6376 -3.9981 -0.1861 0.9 0.5 0.5
C -3.7256 -5.0065 -0.4520 -1.2 0.5 0.2
C -2.5045 -4.5108 -0.0177 -0.1 0.5 0.3
N -2.6405 -3.2735 0.5462 0.2 -1.3 -0.5
H -8.1380 -1.5777 2.9810 0.2 0.1 -0.2
H -8.4669 -0.0878 2.0367 -0.4 -0.2 0.3
H -7.6001 0.0200 3.5666 -0.2 -0.2 -0.1
H -6.3168 1.4754 1.8027 -0.2 0.5 -0.1
H -4.2503 1.4623 0.4033 0.1 1.2 -0.1
H -2.9158 0.4352 -2.7134 -0.3 -0.5 -0.3
H -1.9621 2.4516 -3.4921 0.0 0.4 -1.1
H -1.6177 5.1105 -2.1371 0.0 0.0 0.1
H -0.3401 4.5450 -3.1033 0.4 -0.6 -0.6
H -0.0173 4.9871 -1.4225 -0.5 -0.6 -0.4
H -0.5282 3.1689 0.4504 0.7 0.9 0.7
H -2.1761 3.0389 2.2401 0.9 -0.7 0.8
H -1.3928 1.9261 4.6472 0.4 -0.1 0.9
H -0.5662 -0.6285 3.9347 0.2 -0.4 -0.1
H -6.2241 -2.6832 1.9724 0.2 -0.6 -0.1
H -5.6594 -3.8553 -0.4946 -0.1 -0.1 0.4
H -4.0701 -5.9585 -0.8186 0.7 -0.1 -0.3
H -1.5778 -5.0379 -0.1709 0.4 0.4 0.4
C 2.9290 -3.7382 1.7003 -0.8 -0.9 -0.2
C 2.2240 -4.0335 0.3729 -1.4 0.0 1.5
C 1.4721 -5.4080 0.4530 0.7 0.6 0.4
C 3.1621 -4.0419 -0.7773 2.2 -0.2 -0.8
N 1.2571 -2.9262 0.1038 0.3 0.2 -1.5
N 0.4193 -2.4625 1.1326 -1.7 -1.9 0.3
H 3.7283 -4.4716 1.7563 0.1 0.0 0.5
H 2.1723 -3.9148 2.4794 0.6 0.0 0.2
H 3.3311 -2.7423 1.8129 0.1 0.3 -0.3
H 2.2304 -6.1595 0.6637 0.0 -0.2 0.0
H 1.1222 -5.5988 -0.5551 -0.6 -0.3 0.0
H 0.6965 -5.5276 1.2541 0.5 0.4 -0.8
H 3.7140 -4.9972 -0.9473 -0.5 0.4 0.6
H 3.9806 -3.2691 -0.6929 -1.1 -0.5 -0.1
H 2.6286 -3.9235 -1.7013 -0.3 0.5 -0.6
H 0.6771 -3.1469 -0.7114 0.3 0.1 0.4
H 0.9425 -1.8771 1.7173 1.2 1.7 0.8
H 0.1547 -3.2249 1.7778 -0.1 -0.1 -0.4
C 2.4759 4.7011 -0.3982 0.1 0.3 -0.7
C 3.5904 4.3016 0.5312 0.0 -0.3 0.6
C 3.3121 2.9713 1.2853 -1.3 0.8 -1.6
N 3.1694 1.9501 0.2316 -0.2 -0.2 0.9
C 2.9029 0.6588 0.4978 0.3 0.9 -1.5
S 2.6897 0.0958 2.0253 -0.3 -0.4 0.9
N 2.8245 -0.1891 -0.5896 -0.6 -0.8 -1.8
C 2.8621 -0.0224 -2.0461 0.7 -0.1 1.2
O 2.2558 -0.8136 -2.7187 -0.3 0.1 0.1
C 3.7941 0.9991 -2.6320 0.0 -1.1 0.7
C 5.0921 1.0886 -2.1234 -0.1 1.2 -0.3
C 5.9178 2.0906 -2.6037 0.6 0.1 0.4
C 5.4406 2.9807 -3.5224 0.5 1.4 -1.1
C 4.1657 2.8831 -4.0082 -1.3 0.0 -0.7
C 3.3525 1.8130 -3.6552 0.0 0.8 0.6
H 2.5555 5.7662 -0.6304 -0.2 0.0 0.1
H 1.5349 4.4905 0.0653 -0.8 0.1 0.3
H 2.4733 4.2102 -1.3653 0.1 -0.4 -0.2
H 3.6855 5.1396 1.2041 0.2 -0.1 0.8
H 4.5170 4.2900 -0.0144 0.6 -0.3 -0.2
H 2.3132 3.1038 1.8014 1.2 -0.4 -0.1
H 4.1000 2.6295 1.9265 0.2 0.2 0.7
H 3.3616 2.2598 -0.7029 0.0 -0.2 -0.3
H 2.3369 -1.0855 -0.4197 0.3 0.4 0.3
H 5.4334 0.5268 -1.2924 0.0 -0.8 0.5
H 6.9070 2.3285 -2.2280 0.0 -0.7 0.2
H 6.0692 3.8035 -3.9066 -0.3 -0.5 0.5
H 3.7367 3.6777 -4.6146 0.3 -0.3 -0.3
H 2.3389 1.7185 -4.0182 0.0 0.0 -0.1
```
Positions in Å, forces in eV/Å.

HOMO-LUMO gap (alpha / beta)   8.6 / 6.5 eV
E   -107936.1685 eV
Expectation value of S²   0.757
Max |F|   2.57 eV/A
Multiplicity   2
HOMO (alpha / beta)   -10.4 / -10.4 eV
Charge   +1

---

Record 2
A molecular structure, C35H45Cl5CuP. Source: OMol25; level of theory: ωB97M-V/def2-TZVPD.

Geometry as XYZ:
```
87
Properties=species:S:1:pos:R:3:forces:R:3
Cu 0.1390 -0.5039 -0.0825 -0.9 -1.2 1.4
C -0.2099 -3.6270 -2.9592 0.0 0.2 -0.1
C 0.7377 -2.4869 -3.3283 0.0 -0.1 0.1
C 2.0848 -3.0293 -3.8245 -0.2 0.1 -0.1
C 1.0110 -1.5592 -2.1711 0.6 0.4 -0.4
C 1.1683 -0.1885 -2.3659 0.5 -0.5 -0.1
C 1.4963 0.6661 -1.3072 0.7 0.7 -1.4
C 1.6304 2.1452 -1.6132 -0.2 0.2 -0.1
C 0.3692 2.6996 -2.2780 0.1 0.0 0.2
C 2.8426 2.3819 -2.5206 -0.1 0.0 0.3
C 1.8203 0.1150 -0.0582 3.5 3.1 -0.3
C 1.7686 -1.2344 0.1196 3.7 -3.4 0.8
C 1.2822 -2.0478 -0.8894 0.5 -1.3 -1.4
C 2.4495 -1.8725 1.2897 0.4 -0.4 0.3
C 3.9348 -1.9961 0.9145 -0.2 0.1 0.1
C 1.8628 -3.2316 1.6604 0.0 0.3 0.0
C 2.1530 1.0045 1.0642 0.4 0.7 0.8
C 3.2892 1.8093 1.0023 0.1 0.0 0.1
C 3.5311 2.7781 1.9577 0.1 0.0 -0.1
C 2.6193 2.9664 2.9825 -0.2 0.0 0.1
C 1.5155 2.1385 3.0801 0.1 0.1 -0.1
C 1.2804 1.1225 2.1563 -0.1 -0.2 0.0
P -0.1067 -0.1331 2.3286 0.6 1.3 1.9
C -1.6020 1.0324 1.9760 0.0 0.0 0.2
C -2.5059 1.4534 3.1351 0.1 -0.1 -0.1
C -1.0801 2.3238 1.3279 -0.2 -0.1 -0.1
C -2.4844 0.2894 0.9489 -0.4 0.0 0.3
C 0.1889 -0.6075 4.2424 -0.1 0.0 -0.3
C -0.1999 -2.0761 4.4698 0.0 0.0 0.0
C 1.6859 -0.5325 4.5790 0.0 0.1 -0.1
C -0.5860 0.2292 5.2549 0.0 0.0 -0.1
H -0.5040 -4.1685 -3.8551 0.0 -0.1 -0.1
H -1.1088 -3.2368 -2.4871 -0.1 0.0 0.0
H 0.2618 -4.3395 -2.2870 0.1 -0.1 0.1
H 0.2710 -1.9073 -4.1282 0.0 0.1 0.1
H 2.5633 -3.6157 -3.0415 0.1 -0.1 0.1
H 2.7501 -2.2134 -4.1012 0.1 0.0 0.0
H 1.9428 -3.6658 -4.6940 0.0 -0.1 -0.1
H 1.0311 0.2068 -3.3584 -0.1 0.1 -0.1
H 1.7910 2.6910 -0.6792 -0.1 -0.1 -0.1
H 0.2167 2.2572 -3.2572 -0.1 0.0 -0.1
H 0.4518 3.7768 -2.4029 0.1 0.1 0.0
H -0.5152 2.5030 -1.6781 -0.1 0.0 0.0
H 2.6990 1.9160 -3.4915 0.0 -0.1 -0.1
H 3.7452 1.9673 -2.0790 0.2 0.0 0.0
H 2.9883 3.4484 -2.6713 0.0 0.1 0.0
H 1.2511 -3.1118 -0.7251 -0.1 -0.1 0.1
H 2.3842 -1.2063 2.1514 0.0 -0.1 -0.2
H 4.0493 -2.6060 0.0197 0.0 -0.1 -0.1
H 4.4989 -2.4556 1.7223 0.1 -0.1 0.1
H 4.3632 -1.0161 0.7101 0.1 0.1 0.0
H 2.1687 -4.0027 0.9569 0.0 -0.1 -0.1
H 0.7753 -3.1701 1.6705 -0.1 -0.1 0.0
H 2.2078 -3.5348 2.6451 0.0 -0.1 0.1
H 3.9846 1.6850 0.1845 0.0 0.0 -0.1
H 4.4134 3.3971 1.8913 0.1 0.0 0.0
H 2.7693 3.7522 3.7087 0.0 0.0 0.1
H 0.8178 2.2858 3.8909 0.0 0.0 0.1
H -1.9777 2.0903 3.8396 0.0 0.0 0.1
H -2.9329 0.5965 3.6452 0.0 0.0 0.1
H -3.3384 2.0271 2.7257 -0.1 0.1 -0.1
H -0.6483 2.9853 2.0756 0.1 0.0 -0.1
H -1.9122 2.8486 0.8590 -0.1 0.0 0.0
H -0.3261 2.1362 0.5661 0.0 0.2 0.0
H -1.2116 -1.1631 0.0370 -1.7 -3.5 1.1
H -0.9404 0.4165 -0.4534 -0.4 3.9 -1.6
H -3.1854 1.0259 0.5392 0.1 0.0 0.0
H 0.0062 -2.6895 3.5985 0.0 -0.1 0.0
H -1.2473 -2.1870 4.7287 -0.1 0.0 0.0
H 0.3747 -2.4762 5.3049 0.1 0.0 0.1
H 2.2370 -1.3058 4.0520 0.2 -0.1 0.0
H 1.8090 -0.7233 5.6453 -0.1 -0.1 0.1
H 2.1406 0.4299 4.3710 0.1 -0.1 0.1
H -1.6509 0.0532 5.1620 -0.1 0.1 0.0
H -0.3890 1.2940 5.1788 0.0 0.1 0.0
H -0.2967 -0.0810 6.2592 0.1 -0.1 0.1
Cl -2.4008 -1.7905 2.6046 -0.4 -0.7 0.4
C -3.3074 -0.8077 1.5112 -0.1 -0.1 -0.6
C -1.6935 -0.2705 -0.2276 -5.3 0.8 -0.7
C -2.5491 -0.4178 -1.4250 -0.2 0.3 -0.4
Cl -1.7023 -0.0513 -2.8983 -0.2 0.1 -0.5
C -3.9129 -0.5061 -1.4582 0.2 -0.3 -0.2
Cl -4.6572 -0.2675 -3.0200 0.0 0.0 0.0
C -4.7909 -0.8626 -0.4163 -0.6 -0.1 -0.1
Cl -6.5048 -0.9084 -0.7794 -0.1 0.0 0.2
C -4.3843 -1.3078 0.8441 -0.1 0.4 0.5
Cl -5.3723 -2.4962 1.6622 0.0 -0.3 0.1
```
Positions in Å, forces in eV/Å.

HOMO-LUMO gap   6.2 eV
E   -153561.0073 eV
Max |F|   5.42 eV/A
HOMO   -6.0 eV
Charge   0